Molecular formula: C9H11O3
Method: DFT, ωB97M-V/def2-TZVPD

- electronic energy (a.u.) = -575.308253
- frontier orbital gap (eV) = 6.9736
- relative energy (zero: lowest compared OMol25 entry of this formula, charge and spin) (kcal per mole) = 31.5

The geometry in ORCA input format:
```
! RIJCOSX wB97M-V def2-TZVPD def2/J DEFGRID3
* xyz -1 1
C -1.3397 -1.6148 0.8097
C 2.8443 -1.0636 0.5268
C 2.2935 -2.2321 0.0098
C 2.0220 -0.0035 0.8911
C 0.9181 -2.4070 0.0088
C 0.6624 -0.1328 0.6573
C 0.0888 -1.3963 0.4690
O 4.1615 -1.0744 0.9789
H 4.5451 -1.8768 0.6527
H 2.9833 -3.0418 -0.2079
H 2.4385 0.9260 1.2377
H 0.4655 -3.3643 -0.2068
H -0.0457 0.6739 0.8106
H -1.8966 -0.7142 1.0601
H -1.5703 -2.1445 1.7473
H -1.9111 -2.1423 0.0533
C -2.7266 3.6711 -1.3694
C -1.9541 2.3207 -1.3061
O -1.0467 2.1611 -2.1469
O -2.2835 1.5537 -0.3663
H -3.0205 4.0004 -0.3785
H -3.5562 3.5183 -2.0591
H -2.0717 4.3833 -1.8721
*
```

---

Molecular formula: C5H9N3O
Method: DFT, ωB97M-V/def2-TZVPD

- electronic energy (a.u.) = -434.661793
- frontier orbital gap (eV) = 8.9371
- relative energy (zero: lowest compared OMol25 entry of this formula, charge and spin) (kcal per mole) = 45.8

The geometry in ORCA input format:
```
! RIJCOSX wB97M-V def2-TZVPD def2/J DEFGRID3
* xyz 2 1
C 2.2806 -0.0815 -0.2283
C 1.9122 1.1941 -0.1865
C 1.1888 -0.9153 0.2465
C 0.5228 1.2484 0.3163
C -2.1089 -0.5120 -0.4181
N 0.0728 0.0014 0.5488
N 1.1438 -2.1869 0.3882
N -0.1845 2.2809 0.5457
O -1.2667 -0.4299 0.7320
H 3.3547 -0.2710 -0.4877
H 2.5080 1.9438 -0.6605
H -2.3645 0.3889 -0.8264
H -3.0828 -0.8244 -0.1507
H -1.5668 -0.9486 -1.2141
H 2.0433 -2.8575 0.3645
H 0.2749 -2.6601 0.5978
H 0.0700 3.2258 0.5000
H -1.2010 2.3340 0.9234
*
```

---

- Among the records above, which one has the lowest frontier orbital gap?
  C9H11O3